1.
# C9H14N2PV

A structure of composition C9H14N2PV at a distorted geometry (wB97M-V/def2-TZVPD, the OMol25 dataset).

```
27
Properties=species:S:1:pos:R:3:forces:R:3
C -1.12124 -1.68099 -1.44536 -0.74 -0.87 -1.13
C -1.34091 -2.91401 -0.86630 0.31 -1.12 -0.17
C -1.09334 -3.26691 0.46666 -0.03 -0.12 0.16
C -0.97500 -2.33336 1.50627 0.00 -0.84 0.32
C -1.38713 -1.00313 1.47345 -0.43 0.08 1.02
V -1.01913 -0.29957 -0.22080 -2.13 -0.35 0.55
P -2.50767 0.74575 -1.72345 -0.09 0.11 -0.39
H -1.26661 -1.59483 -2.53045 -0.11 -0.29 0.08
H -1.70313 -3.74030 -1.48083 0.28 -0.03 -0.22
H -1.01740 -4.33516 0.71389 -0.06 0.51 -0.10
H -1.47103 -0.48118 2.43175 0.27 -0.10 0.06
H -0.60384 -2.77296 2.44184 -0.22 0.21 0.00
H -3.30459 1.87941 -1.42959 -0.01 -0.04 -0.39
H -3.34203 0.03950 -2.62432 -0.04 0.27 0.31
H -1.64359 1.29136 -2.72387 -0.44 0.11 0.07
C 3.30015 1.81705 1.55479 -0.04 0.05 -0.10
N 2.15004 1.62275 0.67359 -0.21 0.42 -0.16
C 1.46841 2.63475 -0.00406 0.55 -0.01 0.05
C 0.50610 2.04912 -0.75749 0.64 -1.02 0.92
N 0.52982 0.66395 -0.48878 4.27 2.44 0.11
C 1.57780 0.44959 0.36256 -1.25 0.78 -0.98
H 4.15820 2.19982 0.98177 -0.29 -0.21 0.18
H 3.04800 2.54563 2.33967 0.07 -0.39 -0.20
H 3.54401 0.84015 1.98907 0.03 0.41 0.00
H 1.75892 3.67165 0.10619 -0.01 -0.23 -0.05
H -0.17159 2.48468 -1.47158 -0.05 -0.02 0.16
H 1.92678 -0.51277 0.72537 -0.26 0.24 -0.11
```
Positions in Å, forces in eV/Å.

## Properties
Spin multiplicity   3
Kohn-Sham gap (alpha / beta)   5.964 / 5.980 eV
Highest occupied orbital energy (alpha / beta)   -5.629 / -5.652 eV
LUMO (alpha / beta)   0.334 / 0.328 eV

2.
# C29H28Br2F9N3O7S

A structure of composition C29H28Br2F9N3O7S at a distorted geometry (wB97M-V/def2-TZVPD, the OMol25 dataset).

```
79
Properties=species:S:1:pos:R:3:forces:R:3
C -5.21866 1.10435 2.73075 5.72 -4.96 -6.26
C -4.37800 0.37283 1.85237 -5.46 5.41 5.83
C -3.35578 -0.42097 0.77724 -2.58 -0.93 2.81
N -4.02129 -0.22582 -0.55338 0.69 -6.22 -3.91
C -4.06428 -1.36453 -1.31609 0.92 -3.31 -1.45
O -4.06093 -2.49022 -2.07113 -0.38 9.75 6.10
O -2.06528 0.14520 1.02047 -0.17 -0.88 -0.86
C -1.13170 0.27884 -0.08291 -1.19 1.16 -3.34
C -1.44842 1.76473 -0.76218 -1.37 -0.06 -0.28
C -1.98725 2.88161 0.33576 0.76 1.21 -1.73
O -3.47884 2.98162 0.20263 1.40 -0.30 2.20
C -1.43649 4.38272 -0.15629 -0.41 -0.40 0.21
N -1.46023 5.35347 1.02089 0.34 -1.03 -0.37
C 0.43074 -0.01802 0.27452 -1.33 -1.83 4.23
O 1.05141 -1.20868 -0.21371 -0.72 0.56 -0.81
C 0.90711 -1.74878 -1.48556 0.49 -0.65 -2.38
Br -0.60351 -3.09797 -1.77278 0.42 1.19 0.64
Br 2.53161 -2.99794 -1.69360 -0.92 1.03 0.27
C 0.96714 -0.86874 -2.84304 1.14 -0.68 -1.68
O -0.16547 0.01460 -3.12471 2.35 0.20 -0.11
C 0.26549 0.94240 -4.18791 0.20 1.15 -1.17
C 0.37265 0.27225 -5.68192 0.61 -0.21 -0.63
C 1.80480 0.72061 -6.40050 -0.65 0.50 0.09
C 0.45545 -0.30582 1.93665 0.84 -1.36 5.27
C 0.82508 -1.82343 2.54210 -0.60 2.34 2.61
C 0.88078 -2.14152 4.18383 -0.86 3.46 -0.87
C 0.60829 -0.98343 5.31576 -0.33 0.79 -5.17
C 0.24904 0.52831 4.71566 0.68 -3.33 -1.88
C 0.18822 0.82203 3.09153 0.38 -2.78 1.28
S 1.64977 1.38441 0.07585 -0.88 9.56 -3.81
O 1.19228 2.75198 0.72181 1.07 -5.78 -0.84
O 1.96214 1.79087 -1.40356 -0.62 -3.15 4.61
C 3.34106 1.09309 0.87967 2.66 1.97 2.39
F 3.26832 1.03603 2.38631 0.29 -0.26 -5.33
F 4.10599 2.37011 0.60836 -2.67 -4.21 0.63
C 4.23258 -0.09876 0.21142 1.27 -1.70 0.25
F 3.81821 -1.37506 0.89353 1.12 3.86 -2.49
F 4.18893 -0.17493 -1.27007 -0.38 0.16 5.06
C 5.86145 0.04371 0.57244 1.69 2.14 0.15
F 6.12086 0.53695 1.94157 -1.15 -1.62 -4.41
F 6.53737 1.02574 -0.35538 -2.59 -3.18 2.95
C 6.67336 -1.36944 0.39916 3.08 -1.30 -0.08
F 6.15195 -2.27303 -0.65132 1.63 3.11 4.07
F 6.81381 -2.01339 1.73380 -0.79 1.79 -4.98
F 8.07717 -1.00917 -0.02584 -4.80 -1.47 1.48
C -3.55288 -2.01363 1.22292 -0.26 -5.09 2.07
C -2.39307 -3.14244 1.32166 -3.53 0.01 0.65
C -2.77118 -4.63331 1.77496 -0.31 0.76 -0.18
N -4.05738 -5.25191 2.19779 1.33 7.69 -2.15
C -5.07736 -4.16911 2.13754 0.43 0.79 -0.46
C -4.98812 -2.63435 1.68502 3.15 -1.59 -0.25
H -5.96969 1.72733 3.40755 2.12 -1.86 -1.88
H -1.45796 -0.47456 -0.91657 1.10 1.15 1.52
H -2.38547 1.59067 -1.48444 2.02 0.24 1.69
H -0.61084 2.15573 -1.47573 -1.30 -0.77 1.72
H -1.63537 2.68416 1.43337 -0.79 0.25 -2.14
H -3.86735 3.12278 1.12144 0.81 -0.49 -1.76
H -0.37692 4.32466 -0.66165 -2.01 0.15 1.34
H -2.18947 4.79684 -0.95989 1.38 -1.04 1.55
H -0.56451 5.31143 1.55976 -1.30 -0.20 -0.58
H -2.27500 5.13433 1.64490 1.26 0.26 -0.81
H 0.99876 -1.64789 -3.74953 0.01 1.34 2.31
H 2.03283 -0.33304 -2.89889 -2.44 -0.74 0.50
H 1.31892 1.44758 -3.95240 -2.22 -1.25 -0.12
H -0.50981 1.82766 -4.25528 1.37 -1.97 0.46
H 0.35660 -0.89971 -5.70130 -0.18 2.23 0.43
H -0.53384 0.63538 -6.34614 1.90 -0.77 1.37
H 1.62848 1.82243 -6.78899 0.66 -2.28 0.57
H 2.09631 -0.00832 -7.29552 -0.68 1.74 1.99
H 2.67986 0.76922 -5.60850 -1.79 -0.29 -1.63
H 1.04598 -2.76004 1.86649 -0.48 2.29 1.29
H 1.11408 -3.25289 4.54503 -0.55 2.73 -1.05
H 0.63126 -1.23988 6.47352 -0.04 0.72 -2.83
H 0.01446 1.36820 5.52794 0.57 -1.87 -2.31
H -0.10526 1.90700 2.77688 0.75 -2.31 0.59
H -1.28307 -2.86431 1.06174 -2.52 -0.79 0.66
H -1.85749 -5.40553 1.78171 -2.22 1.95 -0.02
H -6.16110 -4.52693 2.49630 2.66 0.92 -0.94
H -5.95132 -1.95638 1.68609 2.19 -1.63 0.10
```
Positions in Å, forces in eV/Å.

## Properties
Energy above the lowest of the compared OMol25 structures with the same formula, charge and spin   2658.7 kJ/mol
Kohn-Sham gap   7.865 eV
Highest occupied orbital energy   -8.868 eV
LUMO   -1.003 eV

3.
# CH8N3

A cluster of 2 separate species, CH8N3 in total at a distorted geometry (wB97M-V/def2-TZVPD, the OMol25 dataset).

```
12
Properties=species:S:1:pos:R:3:forces:R:3
C 0.41125 -0.42564 0.35313 -1.32 -0.57 1.35
N 1.46872 0.48520 -0.20440 -1.21 -1.11 -5.18
N -0.71291 -0.34015 -0.52312 -2.32 -3.34 -2.31
N -1.68346 0.57969 -0.13818 -0.83 -0.09 3.30
H 0.06049 -0.02643 1.35455 1.24 -0.97 -0.49
H 0.87271 -1.43964 0.21940 -0.89 0.88 1.15
H 1.97740 -0.19015 -0.93184 -0.66 2.42 1.90
H 2.07102 1.04030 0.34686 1.05 0.38 1.18
H -1.35596 -1.96741 -0.67128 1.37 3.14 0.58
H -1.76350 0.54564 0.93131 0.07 0.29 -1.57
H 0.87765 1.13318 -0.82417 1.21 -0.67 0.79
H -2.71382 0.47559 -0.39750 2.30 -0.35 -0.71
```
Positions in Å, forces in eV/Å.

## Properties
Energy above the lowest of the compared OMol25 structures with the same formula, charge and spin   626.4 kJ/mol
Kohn-Sham gap (alpha / beta)   8.355 / 8.780 eV
Highest occupied orbital energy (alpha / beta)   -13.124 / -13.239 eV
LUMO (alpha / beta)   -4.769 / -4.458 eV
Charge   +1

4.
# C5H11NO

The molecule C5H11NO at a distorted geometry (wB97M-V/def2-TZVPD, the OMol25 dataset).

```
18
Properties=species:S:1:pos:R:3:forces:R:3
C 1.60041 0.65076 -1.16153 0.10 0.04 -0.09
C 0.86947 -0.30799 -0.26771 0.09 0.01 -0.35
C 1.47218 -0.94416 0.93232 -0.06 -0.10 0.04
N 0.44633 0.09257 1.04523 -0.08 0.65 -0.09
C -0.95232 -0.17979 1.26925 -0.72 -0.16 -1.14
C -1.92914 -0.15837 -0.29189 -0.15 -0.10 1.28
O -2.08360 1.23492 -0.47666 -0.05 0.28 -0.14
H 0.90297 1.15120 -1.84545 0.15 0.00 0.08
H 2.32876 0.10471 -1.76639 -0.01 0.14 -0.05
H 2.12080 1.41278 -0.57412 -0.04 -0.13 -0.06
H 0.00298 -0.80904 -0.72101 1.30 -0.37 -0.21
H 2.44094 -0.57553 1.28443 -0.25 -0.19 -0.21
H 1.30144 -1.99646 1.16904 -0.36 0.27 -0.08
H -1.02292 -0.86332 2.15819 -0.61 -0.22 -1.35
H -1.46009 0.73444 1.54745 0.13 0.23 0.37
H -1.82985 -0.56116 -1.34732 1.02 -0.37 1.49
H -2.88607 -0.56944 0.00637 -0.30 0.22 0.34
H -1.32233 1.58389 -0.96020 -0.16 -0.18 0.18
```
Positions in Å, forces in eV/Å.

## Properties
Energy above the lowest of the compared OMol25 structures with the same formula, charge and spin   418.6 kJ/mol
Kohn-Sham gap   9.624 eV
Structure (SMILES)   C[C@H]1CN1CCO
Highest occupied orbital energy   -8.662 eV
LUMO   0.962 eV